(1)
This record from the Open Molecules 2025 dataset describes a molecular structure, C40H36KNO5S5Sb at a distorted geometry. The level of theory is ωB97M-V/def2-TZVPD.

HOMO (spin up / spin down) ... -0.10 / -2.68 eV
Relative energy (zero: lowest compared OMol25 entry of this formula, charge and spin) ... 82.4 kJ/mol
Net charge ... -2
Multiplicity ... 2
LUMO (spin up / spin down) ... 0.1374 / 0.1374 Eh

Each line ends with the Mulliken charge.
Geometry (Å):
K: -2.6077 0.5622 -1.2155  1.72
C: -0.5970 -2.2240 7.2030  -1.50
C: -0.6980 -1.7824 5.7703  1.25
C: 0.1383 -2.3359 4.7998  -1.06
C: 0.0405 -1.9506 3.4767  -0.74
C: -0.9023 -0.9892 3.1217  -0.01
C: -1.7542 -0.4381 4.0575  -0.24
C: -1.6380 -0.8389 5.3838  -0.93
S: -0.9905 -0.5250 1.3835  1.04
O: -0.8773 -1.7798 0.6115  -0.73
C: 0.5429 0.4405 1.3887  1.26
C: 0.3585 1.6802 2.0452  -1.02
C: 1.4025 2.5425 2.1760  -1.34
C: 2.6732 2.2115 1.6259  0.90
C: 3.7723 3.0999 1.7351  -1.09
C: 4.9838 2.7970 1.1745  -0.58
C: 5.1414 1.5914 0.4615  -1.06
C: 4.0934 0.7204 0.3403  -0.63
C: 2.8342 0.9975 0.9373  0.97
C: 1.7352 0.0644 0.8184  -0.28
C: 1.9463 -1.1787 0.0351  0.70
C: 2.7244 -2.2135 0.5717  0.40
C: 3.2773 -2.1700 1.8805  -0.52
C: 4.0544 -3.2033 2.3717  -0.98
C: 4.3108 -4.3336 1.6081  -0.78
C: 3.7599 -4.4150 0.3272  -0.57
C: 2.9802 -3.4011 -0.2025  0.64
C: 2.4080 -3.4910 -1.5142  -1.80
C: 1.6446 -2.4839 -2.0089  -0.89
C: 1.3951 -1.3111 -1.2714  0.29
S: 0.3671 -0.0764 -1.9055  1.71
O: -0.9915 -0.6290 -2.2985  -1.10
C: 1.1534 0.2869 -3.4688  -0.64
C: 0.4902 0.0554 -4.6552  -0.30
C: 1.1258 0.3609 -5.8536  -0.78
C: 2.3987 0.9039 -5.8751  1.27
C: 3.0739 1.2494 -7.1696  -1.49
C: 3.0399 1.1488 -4.6585  -0.66
C: 2.4249 0.8472 -3.4608  -0.51
H: 0.3835 -2.6503 7.4107  0.36
H: -1.3428 -2.9872 7.4362  0.28
H: -0.7581 -1.3908 7.8870  0.37
H: 0.8819 -3.0709 5.0848  0.38
H: 0.6872 -2.3804 2.7249  0.51
H: -2.4965 0.2919 3.7584  0.50
H: -2.2988 -0.4060 6.1255  0.38
H: -0.6204 1.9280 2.4354  0.29
H: 1.2718 3.4968 2.6712  0.35
H: 3.6258 4.0318 2.2690  0.42
H: 5.8166 3.4840 1.2649  0.38
H: 6.0963 1.3600 0.0053  0.41
H: 4.2009 -0.2059 -0.2060  0.59
H: 3.0814 -1.3112 2.5085  0.57
H: 4.4616 -3.1206 3.3738  0.38
H: 4.9181 -5.1418 1.9955  0.35
H: 3.9374 -5.2974 -0.2801  0.38
H: 2.5851 -4.3883 -2.0953  0.27
H: 1.2048 -2.5789 -2.9951  0.47
H: -0.5134 -0.3424 -4.6247  0.46
H: 0.6062 0.1832 -6.7879  0.26
H: 2.4930 0.8969 -8.0216  0.34
H: 4.0668 0.7997 -7.2318  0.33
H: 3.1988 2.3285 -7.2778  0.30
H: 4.0324 1.5839 -4.6501  0.37
H: 2.9273 1.0321 -2.5206  0.40
S: -3.9799 3.9474 -4.5828  -0.65
Sb: -3.6582 3.8050 -2.3836  1.15
S: -4.9732 4.9807 -0.9732  -0.72
S: -1.5185 3.3394 -1.6981  -0.65
C: -5.2348 -1.6792 -1.8357  -1.53
C: -5.5928 -0.3104 -1.2800  1.90
C: -7.1050 -0.1499 -1.1345  -1.92
O: -4.9680 -0.2102 0.0007  -0.63
C: -5.1175 0.8265 -2.2449  0.38
O: -5.3133 0.7039 -3.4354  -0.65
O: -4.5371 1.8177 -1.6383  -0.87
H: -5.7555 -2.4557 -1.2731  0.39
H: -4.1656 -1.8866 -1.7487  0.21
H: -5.5195 -1.7332 -2.8847  0.33
H: -7.4712 -0.8757 -0.4066  0.43
H: -7.5958 -0.3146 -2.0923  0.37
H: -7.3547 0.8525 -0.7860  0.38
H: -4.8708 0.7385 0.1709  0.11
C: -2.6171 4.2109 1.5599  -0.63
C: -3.2078 2.9654 2.0168  0.59
N: -3.6792 1.9777 2.3639  -0.58
H: -1.9431 3.9922 0.7254  -0.01
H: -2.0913 4.6785 2.3907  0.36
H: -3.4116 4.8449 1.1622  0.19

(2)
This record from the Open Molecules 2025 dataset describes a molecular structure, C40H37AgN5O3P2. The level of theory is ωB97M-V/def2-TZVPD.

HOMO ... -10.42 eV
Net charge ... +1
Multiplicity ... 1
LUMO ... -0.0793 Eh

Each line ends with the Mulliken charge.
Geometry (Å):
Ag: -0.2694 -0.3702 -0.2613  0.46
C: -7.2220 0.1114 0.4045  -1.66
C: -6.2490 -0.7178 -0.4553  1.83
C: -7.0420 -1.6604 -1.3767  -1.73
C: -5.4112 0.2283 -1.3046  0.86
C: -6.0127 1.0481 -2.2530  -0.51
C: -5.2758 1.9096 -3.0481  -1.49
C: -3.9005 1.9645 -2.9092  0.03
C: -3.2650 1.1712 -1.9627  0.03
P: -1.4393 1.1564 -1.8411  1.16
C: -0.9934 0.5183 -3.4962  0.62
C: -0.8880 -0.8693 -3.6035  -0.48
C: -0.5618 -1.4583 -4.8139  -0.86
C: -0.3344 -0.6632 -5.9283  -0.55
C: -0.4560 0.7148 -5.8326  -0.72
C: -0.7874 1.3088 -4.6230  -0.22
C: -0.9795 2.9154 -1.8501  0.50
C: -1.8273 3.8915 -1.3305  -0.70
C: -1.3949 5.2057 -1.2235  -0.69
C: -0.1146 5.5541 -1.6258  -0.57
C: 0.7425 4.5828 -2.1267  -0.75
C: 0.3182 3.2676 -2.2274  -0.72
C: -4.0303 0.3118 -1.1653  -0.89
O: -3.3343 -0.4326 -0.2562  0.50
C: -3.9860 -1.3399 0.5304  -0.60
C: -3.1803 -2.0644 1.4169  0.03
C: -3.7643 -3.0148 2.2431  0.11
C: -5.1290 -3.2375 2.1842  -1.42
C: -5.9087 -2.5014 1.3084  -0.61
C: -5.3601 -1.5384 0.4681  0.81
P: -1.3951 -1.6870 1.5208  0.55
C: -1.2905 -0.8785 3.1545  0.37
C: -1.2871 -1.5656 4.3652  -0.11
C: -1.2379 -0.8632 5.5598  -0.78
C: -1.1952 0.5241 5.5569  -0.55
C: -1.2050 1.2161 4.3543  -0.85
C: -1.2459 0.5162 3.1578  -0.39
C: -0.5921 -3.3022 1.7217  0.65
C: -1.0638 -4.4102 1.0209  -0.63
C: -0.3361 -5.5900 1.0141  -0.78
C: 0.8682 -5.6702 1.6968  -0.53
C: 1.3462 -4.5679 2.3918  -0.79
C: 0.6247 -3.3849 2.3989  -0.57
H: -7.8807 0.7093 -0.2262  0.39
H: -6.6710 0.7848 1.0625  0.38
H: -7.8428 -0.5397 1.0206  0.41
H: -7.6969 -1.0941 -2.0384  0.40
H: -7.6665 -2.3378 -0.7946  0.39
H: -6.3654 -2.2566 -1.9902  0.39
H: -7.0870 1.0097 -2.3785  0.41
H: -5.7766 2.5280 -3.7809  0.42
H: -3.3151 2.6225 -3.5391  0.49
H: -1.0633 -1.4865 -2.7295  0.29
H: -0.4738 -2.5349 -4.8806  0.45
H: -0.0590 -1.1189 -6.8703  0.39
H: -0.2948 1.3338 -6.7060  0.43
H: -0.8837 2.3854 -4.5632  0.38
H: -2.8277 3.6200 -1.0181  0.41
H: -2.0628 5.9605 -0.8290  0.44
H: 0.2183 6.5806 -1.5453  0.42
H: 1.7403 4.8553 -2.4463  0.44
H: 0.9888 2.5053 -2.6082  0.56
H: -3.1485 -3.5844 2.9274  0.42
H: -5.5890 -3.9802 2.8223  0.42
H: -6.9758 -2.6806 1.2806  0.40
H: -1.3131 -2.6481 4.3765  0.35
H: -1.2363 -1.4003 6.4996  0.43
H: -1.1543 1.0664 6.4924  0.40
H: -1.1804 2.2986 4.3508  0.45
H: -1.2620 1.0422 2.2078  0.51
H: -2.0006 -4.3428 0.4811  0.41
H: -0.7082 -6.4493 0.4716  0.44
H: 1.4402 -6.5885 1.6812  0.42
H: 2.2824 -4.6325 2.9314  0.44
H: 1.0017 -2.5199 2.9323  0.48
N: 1.5929 1.4702 0.7829  -0.45
N: 2.8772 1.0842 0.4062  -0.31
C: 3.1132 -0.1052 -0.1957  0.54
N: 4.3750 -0.4155 -0.4820  -0.34
N: 2.0487 -0.8432 -0.4663  -0.08
N: 2.1476 -2.0702 -1.0495  1.07
O: 1.0832 -2.6248 -1.2653  -0.54
O: 3.2402 -2.5766 -1.3060  -0.80
H: 1.3976 2.4019 0.4397  0.30
H: 1.4950 1.4515 1.7917  0.29
H: 3.6651 1.6659 0.6374  0.15
H: 5.1405 0.1828 -0.2276  0.15
H: 4.5406 -1.3204 -0.8961  0.23

Energy readings, ordered: -130834.5784; -78244.0755 eV